The following is a quantum chemistry calculation of 2 unconnected molecules or ions with the total composition C4H12N2O2 at a distorted geometry, from the Open Molecules 2025 dataset.

Geometry as XYZ:
```
20
Properties=species:S:1:pos:R:3:forces:R:3:lowdin_charge:R:1
O 1.84356 0.12576 -1.64641 0.0370 0.5932 0.3205 0.01
O 4.12255 -1.42701 -1.40588 0.3369 0.0635 0.2704 -0.09
N 0.05641 1.08977 -0.67049 -0.5131 -0.1504 1.2078 0.07
N 1.60533 -0.12413 0.56733 -0.1039 0.0279 1.3673 0.20
C -3.00615 -0.27807 0.51179 -0.1067 -0.1122 2.0228 -0.11
C -1.49286 -0.25068 0.83236 -0.6745 0.1735 -1.7472 -0.23
C -0.86654 1.10933 0.46586 0.1593 -0.0829 -0.3339 -0.20
C 1.20006 0.35996 -0.61751 0.4475 -0.4450 -1.9305 -0.62
H -3.27936 -1.31750 0.33532 -0.4236 0.2239 -0.3416 0.07
H -1.33741 -0.56746 1.85901 0.0697 0.1888 0.1772 0.10
H 2.54238 -0.45795 0.67380 0.1112 -0.2569 -0.2758 0.11
H -1.61866 1.83392 0.18862 -0.4245 0.0541 0.0618 0.11
H -3.43278 0.44111 -0.18457 0.5861 -0.3039 -0.6447 0.07
H -0.37674 1.53995 1.31862 0.4976 0.2710 0.4255 0.10
H -3.49904 0.02277 1.44742 -0.2122 -0.2365 -0.1084 0.07
H -0.33764 1.21158 -1.58557 0.1645 -0.0886 -0.1577 0.14
H 3.53988 -0.65325 -1.31924 -0.2369 -0.2637 -0.4749 -0.02
H -1.05373 -1.02094 0.19245 0.3397 0.1140 0.1401 0.10
H 4.38358 -1.42870 -2.33141 -0.0641 0.0183 0.0612 0.03
H 1.00715 -0.20846 1.36848 0.0099 0.2119 -0.0399 0.09
```
Positions in Å, forces in eV/Å.

Results
ΔE to the lowest compared entry with this formula, charge and spin: 73.4 kJ/mol
F_max: 0.0395 Eh/bohr
E_HOMO: -0.3602 Eh
SMILES string: CCCNC(N)=O.O
Frontier orbital gap: 10.54 eV